Entry 1:
DFT (ωB97M-V/def2-TZVPD) results for a cluster of 10 separate species, C11H40O11 in total at a distorted geometry.

Each line ends with the natural charge from an NBO analysis.
Atoms and positions in Å:
O (0.80, 1.26, 0.57)  -0.985
C (0.23, 0.70, -0.60)  -0.058
C (-1.06, -0.25, -0.48)  -0.054
O (-1.18, -1.27, 0.49)  -0.999
H (1.06, 0.15, -1.06)  0.108
H (0.00, 1.40, -1.40)  0.074
H (-1.25, -0.68, -1.46)  0.059
H (-2.03, 0.22, -0.32)  0.107
C (-2.39, -2.27, -3.93)  -0.256
O (-1.35, -2.93, -3.12)  -0.740
H (-2.13, -1.25, -4.21)  0.167
H (-2.60, -2.81, -4.85)  0.157
H (-3.32, -2.26, -3.37)  0.173
H (-1.27, -2.40, -2.33)  0.491
C (3.12, -1.72, 0.74)  -0.235
O (2.89, -1.74, 2.09)  -0.692
H (3.70, -2.59, 0.46)  0.117
H (2.15, -1.79, 0.23)  0.219
H (3.64, -0.80, 0.46)  0.148
H (3.71, -1.97, 2.54)  0.436
C (-0.07, -4.91, -0.56)  -0.238
O (0.22, -3.77, 0.20)  -0.743
H (-1.11, -4.95, -0.88)  0.165
H (0.61, -4.97, -1.41)  0.138
H (0.11, -5.81, 0.03)  0.138
H (-0.32, -3.03, -0.09)  0.513
C (-0.44, 4.34, 0.07)  -0.261
O (0.92, 3.92, 0.17)  -0.796
H (-0.77, 4.35, -0.97)  0.136
H (-1.15, 3.62, 0.47)  0.189
H (-0.68, 5.35, 0.40)  0.150
H (0.95, 2.97, 0.25)  0.513
C (-4.66, -1.25, -0.75)  -0.264
O (-3.72, -2.31, -0.24)  -0.782
H (-4.10, -0.33, -0.93)  0.186
H (-5.01, -1.60, -1.72)  0.148
H (-5.53, -1.05, -0.13)  0.151
H (-2.91, -1.87, 0.02)  0.511
C (0.76, 3.90, 3.76)  -0.237
O (0.57, 2.68, 3.17)  -0.719
H (0.38, 4.65, 3.05)  0.146
H (0.22, 4.14, 4.67)  0.145
H (1.84, 4.08, 3.77)  0.148
H (0.62, 2.80, 2.22)  0.506
C (-3.62, -2.30, 3.13)  -0.238
O (-2.47, -1.60, 2.79)  -0.749
H (-3.53, -3.38, 3.24)  0.137
H (-4.05, -1.82, 4.01)  0.140
H (-4.39, -2.05, 2.39)  0.153
H (-2.25, -1.62, 1.85)  0.519
C (4.57, 1.68, 0.39)  -0.242
O (3.52, 1.64, 1.29)  -0.736
H (4.78, 0.81, -0.23)  0.140
H (4.57, 2.57, -0.25)  0.140
H (5.55, 1.86, 0.83)  0.143
H (2.70, 1.52, 0.80)  0.522
C (2.88, 2.32, -2.54)  -0.263
O (1.69, 2.94, -3.20)  -0.764
H (3.88, 2.66, -2.81)  0.157
H (2.76, 2.60, -1.50)  0.204
H (2.93, 1.23, -2.65)  0.172
H (0.98, 2.96, -2.56)  0.486

Results
E ... -34571.5538 eV
Net charge ... -2
Gap between HOMO and LUMO ... 5.91 eV

Entry 2:
DFT (ωB97M-V/def2-TZVPD) results for a cluster of 14 separate species, C69H152N8O25 in total at a distorted geometry.

Each line ends with the Mulliken charge.
Atoms and positions in Å:
C (-3.17, -0.01, 6.78)  -0.638
O (-2.27, 1.10, 6.98)  -0.353
C (-1.41, 0.90, 8.11)  -0.812
C (0.07, 1.02, 7.80)  -0.331
N (0.54, -0.02, 6.77)  1.058
H (0.36, -0.97, 7.05)  0.516
H (-0.04, 0.04, 5.94)  -0.501
C (2.03, -0.02, 6.41)  -0.921
C (2.60, 1.20, 5.71)  0.668
O (2.55, 2.40, 6.45)  -0.424
C (3.36, 3.45, 5.93)  -0.693
H (-3.79, -0.34, 7.61)  0.409
H (-2.57, -0.85, 6.42)  0.156
H (-3.85, 0.30, 5.99)  0.248
H (-1.61, -0.04, 8.63)  0.426
H (-1.56, 1.68, 8.85)  0.406
H (0.75, 0.86, 8.63)  0.491
H (0.35, 2.01, 7.45)  0.273
H (2.24, -0.93, 5.84)  -0.096
H (2.51, -0.31, 7.34)  0.549
H (2.01, 1.38, 4.81)  -0.624
H (3.65, 1.04, 5.43)  0.725
H (4.43, 3.36, 6.07)  0.404
H (3.11, 4.35, 6.50)  0.406
H (3.12, 3.78, 4.92)  -0.011
C (0.34, -7.64, -3.73)  -0.525
O (1.74, -7.21, -3.95)  -0.313
C (2.78, -7.99, -3.41)  -0.700
C (3.09, -7.66, -1.92)  -0.438
N (3.73, -6.31, -1.78)  -0.027
H (3.86, -6.23, -0.78)  0.318
H (4.64, -6.26, -2.21)  0.417
C (2.90, -5.10, -2.26)  -1.230
C (3.46, -3.78, -1.67)  1.059
O (4.85, -3.68, -1.62)  -0.557
C (5.39, -2.44, -1.17)  -0.667
H (-0.04, -8.44, -4.37)  0.341
H (-0.26, -6.77, -3.99)  0.034
H (0.12, -7.93, -2.70)  0.324
H (3.70, -7.95, -3.99)  0.382
H (2.43, -9.02, -3.45)  0.452
H (3.74, -8.48, -1.61)  0.354
H (2.30, -7.49, -1.18)  0.342
H (1.83, -5.23, -2.08)  0.381
H (3.08, -5.13, -3.34)  0.506
H (3.07, -3.71, -0.66)  -0.767
H (3.03, -2.96, -2.23)  0.312
H (5.15, -1.69, -1.93)  0.291
H (6.48, -2.47, -1.25)  0.401
H (5.19, -2.06, -0.18)  0.145
C (5.46, 4.18, 2.80)  -1.315
O (4.11, 4.37, 2.55)  0.451
C (3.81, 5.81, 2.64)  -0.896
C (2.47, 6.22, 1.89)  -0.593
N (1.35, 5.18, 2.01)  1.721
H (1.09, 4.85, 1.09)  -0.490
H (1.56, 4.28, 2.41)  -0.581
C (0.14, 5.63, 2.80)  -0.891
C (0.38, 5.74, 4.27)  -0.363
O (0.91, 7.03, 4.46)  -0.399
C (1.56, 7.33, 5.67)  -0.733
H (6.16, 4.68, 2.14)  0.434
H (5.77, 3.14, 2.80)  0.264
H (5.65, 4.49, 3.83)  0.370
H (4.65, 6.42, 2.30)  0.595
H (3.68, 6.10, 3.68)  0.226
H (2.74, 6.20, 0.83)  0.205
H (2.07, 7.22, 2.08)  0.526
H (-0.71, 4.95, 2.69)  0.058
H (-0.25, 6.52, 2.30)  0.796
H (0.99, 4.89, 4.56)  0.015
H (-0.55, 5.67, 4.83)  0.726
H (1.69, 8.39, 5.86)  0.235
H (2.55, 6.87, 5.66)  0.188
H (1.03, 6.83, 6.48)  0.370
C (-3.70, -2.51, 2.99)  -1.779
C (-2.31, -2.00, 2.34)  1.824
C (-2.55, -1.15, 1.07)  -0.325
C (-1.20, -0.46, 0.67)  -0.019
N (-1.43, 0.83, -0.20)  1.148
C (-2.29, 1.97, 0.48)  0.353
C (-3.56, 2.01, -0.42)  -1.170
C (-3.75, 0.72, -1.25)  -0.337
C (-2.20, 0.46, -1.50)  0.438
C (-0.06, 1.47, -0.68)  0.980
H (-4.35, -2.93, 2.22)  0.259
H (-4.11, -1.69, 3.58)  0.418
H (-3.51, -3.32, 3.69)  0.420
H (-1.62, -2.82, 2.17)  -0.683
H (-1.77, -1.37, 3.05)  -0.539
H (-3.38, -0.46, 1.23)  0.673
H (-2.87, -1.75, 0.22)  -0.661
H (-0.61, -1.09, 0.00)  -0.006
H (-0.68, -0.12, 1.57)  -0.038
H (-1.79, 2.93, 0.57)  -0.567
H (-2.53, 1.64, 1.49)  0.288
H (-3.53, 2.91, -1.04)  0.146
H (-4.42, 2.06, 0.25)  0.622
H (-4.21, 1.02, -2.19)  0.227
H (-4.35, -0.10, -0.84)  0.442
H (-1.95, 1.08, -2.36)  -0.125
H (-1.97, -0.58, -1.73)  -0.575
H (-0.36, 2.04, -1.55)  0.321
H (0.65, 0.66, -0.89)  -0.708
H (0.41, 2.09, 0.08)  -0.588
C (-1.66, -7.84, 3.35)  -1.192
C (-2.02, -6.41, 3.88)  -0.766
C (-0.74, -5.63, 4.19)  -0.093
C (0.19, -5.39, 2.94)  0.097
N (1.37, -4.48, 3.37)  1.152
C (1.09, -3.12, 4.00)  -0.350
C (1.51, -2.11, 2.88)  1.424
C (1.50, -2.89, 1.57)  1.128
C (2.14, -4.19, 2.04)  -1.463
C (2.46, -5.22, 4.21)  -1.183
H (-2.60, -8.32, 3.08)  0.426
H (-1.15, -8.50, 4.04)  0.309
H (-1.10, -7.68, 2.43)  0.205
H (-2.78, -6.50, 4.66)  0.535
H (-2.64, -5.79, 3.24)  0.224
H (-0.18, -6.15, 4.97)  0.464
H (-1.04, -4.74, 4.74)  -0.368
H (-0.30, -4.83, 2.15)  -0.375
H (0.62, -6.32, 2.57)  0.642
H (1.58, -3.07, 4.97)  0.236
H (0.02, -2.95, 4.16)  -0.518
H (2.50, -1.71, 3.07)  -0.301
H (0.72, -1.37, 2.75)  -0.422
H (2.13, -2.52, 0.76)  0.935
H (0.47, -2.99, 1.23)  -1.729
H (3.14, -3.84, 2.30)  0.565
H (2.02, -4.97, 1.29)  0.272
H (2.05, -5.43, 5.19)  0.376
H (3.25, -4.51, 4.49)  0.427
H (2.88, -6.10, 3.73)  0.335
C (3.97, 0.57, 2.41)  -0.376
C (3.33, 1.08, 1.18)  1.576
C (4.34, 1.45, 0.09)  0.682
C (3.70, 2.37, -0.92)  0.896
N (4.60, 2.71, -2.13)  0.657
C (5.86, 3.55, -1.61)  -0.522
C (5.41, 4.99, -1.53)  -0.467
C (4.21, 5.17, -2.38)  -0.193
C (4.00, 3.74, -3.07)  -0.269
C (5.04, 1.44, -2.85)  -1.003
H (3.16, 0.42, 3.13)  -0.525
H (4.70, 1.27, 2.82)  0.089
H (4.46, -0.40, 2.41)  0.232
H (2.70, 1.92, 1.49)  -1.032
H (2.55, 0.42, 0.80)  -0.144
H (4.74, 0.52, -0.30)  -0.195
H (5.10, 2.06, 0.59)  -0.143
H (3.41, 3.34, -0.51)  -0.210
H (2.85, 1.86, -1.38)  -0.931
H (6.77, 3.38, -2.19)  0.534
H (6.09, 3.26, -0.59)  0.149
H (6.20, 5.59, -2.00)  0.416
H (5.35, 5.39, -0.52)  0.099
H (4.34, 5.96, -3.12)  0.542
H (3.34, 5.41, -1.77)  -0.237
H (4.54, 3.88, -4.01)  0.713
H (2.96, 3.52, -3.31)  -0.199
H (5.76, 1.81, -3.58)  0.589
H (4.20, 0.91, -3.32)  0.031
H (5.71, 0.80, -2.28)  0.519
C (-5.98, -3.36, -0.97)  -0.873
C (-6.54, -2.98, -2.34)  -1.021
C (-5.63, -3.25, -3.55)  -0.323
C (-4.45, -2.29, -3.56)  0.235
N (-3.48, -2.35, -4.79)  0.637
C (-4.15, -2.40, -6.22)  -0.728
C (-4.34, -3.90, -6.56)  -0.768
C (-3.40, -4.73, -5.69)  -0.761
C (-2.62, -3.68, -4.85)  0.029
C (-2.58, -1.14, -4.85)  -0.768
H (-5.50, -4.33, -1.05)  0.318
H (-6.82, -3.39, -0.27)  0.476
H (-5.14, -2.76, -0.64)  0.038
H (-6.89, -1.98, -2.11)  0.375
H (-7.46, -3.55, -2.47)  0.411
H (-6.16, -3.22, -4.50)  0.196
H (-5.14, -4.22, -3.48)  0.308
H (-3.82, -2.40, -2.67)  -0.437
H (-4.75, -1.24, -3.46)  0.367
H (-3.48, -1.96, -6.96)  0.508
H (-5.00, -1.73, -6.21)  0.280
H (-4.20, -4.12, -7.62)  0.420
H (-5.39, -4.21, -6.49)  0.331
H (-2.72, -5.29, -6.34)  0.362
H (-3.85, -5.44, -5.00)  0.383
H (-1.64, -3.59, -5.33)  0.504
H (-2.49, -4.03, -3.83)  -0.354
H (-1.85, -1.40, -5.62)  0.635
H (-2.14, -1.15, -3.85)  -0.215
H (-3.24, -0.34, -5.19)  0.442
C (-0.94, 1.89, -5.53)  -1.514
C (-1.06, 3.46, -5.26)  1.372
C (-0.57, 4.17, -6.55)  -1.388
C (-0.98, 5.62, -6.78)  -0.644
C (-2.54, 5.77, -6.50)  -1.344
C (-3.03, 5.34, -5.16)  1.400
N (-2.48, 3.88, -4.89)  0.836
O (-3.08, 3.06, -3.91)  0.196
C (-4.57, 5.23, -5.17)  -1.787
C (-2.55, 6.36, -4.05)  -1.592
C (-0.12, 3.84, -4.08)  -0.491
H (-1.72, 1.57, -6.21)  0.733
H (-0.96, 1.23, -4.66)  -0.577
H (-0.06, 1.60, -6.11)  0.599
H (-0.84, 3.55, -7.40)  0.560
H (0.52, 4.18, -6.58)  0.332
H (-0.79, 5.89, -7.82)  0.442
H (-0.48, 6.29, -6.08)  0.356
H (-3.12, 5.29, -7.29)  0.493
H (-2.78, 6.83, -6.58)  0.456
H (-4.97, 4.35, -5.67)  0.345
H (-5.11, 6.10, -5.55)  0.415
H (-4.97, 5.19, -4.16)  0.421
H (-1.49, 6.58, -4.04)  0.388
H (-2.78, 6.01, -3.04)  0.256
H (-3.17, 7.26, -4.10)  0.514
H (-0.08, 4.86, -3.70)  0.434
H (0.91, 3.50, -4.20)  0.208
H (-0.47, 3.26, -3.23)  -0.671
O (-1.25, 2.69, 4.48)  -0.727
C (-0.55, 1.88, 3.73)  -0.486
O (0.06, 2.36, 2.74)  0.251
O (-0.50, 0.70, 4.07)  -0.124
H (-1.53, 1.93, 5.00)  0.213
O (-6.82, 0.85, -6.47)  -0.609
C (-5.62, 1.11, -5.95)  0.802
O (-5.59, 0.86, -4.75)  -0.700
O (-4.63, 1.52, -6.60)  -0.735
H (-6.94, 0.56, -5.57)  0.333
O (-2.08, -3.59, 7.13)  -0.475
C (-0.77, -3.68, 7.25)  0.674
O (-0.38, -4.66, 7.80)  -0.761
O (-0.05, -2.76, 6.86)  -0.874
H (-1.99, -4.44, 7.57)  0.279
O (0.54, -0.84, -2.69)  0.902
C (1.60, -0.28, -3.25)  0.290
O (1.67, 0.95, -3.41)  -0.511
O (2.44, -1.12, -3.66)  -0.848
H (0.75, -1.77, -2.62)  -0.307
O (-0.53, -4.94, -0.25)  -0.085
C (-1.03, -4.09, -1.16)  0.430
O (-0.26, -3.54, -2.03)  -0.763
O (-2.26, -3.99, -1.22)  -0.827
H (-1.40, -5.27, -0.02)  0.065
O (-1.23, 6.49, 0.17)  -0.494
C (-0.71, 5.60, -0.63)  0.178
O (-1.48, 4.81, -1.11)  -0.246
O (0.53, 5.51, -0.69)  -0.724
H (-2.07, 6.34, -0.26)  0.335

Results
E ... -137101.9406 eV
Net charge ... +2
Gap between HOMO and LUMO ... 4.02 eV

Entry 3:
DFT (ωB97M-V/def2-TZVPD) results for a cluster of 2 separate species, C13H21N2O5S2 in total at a distorted geometry.

Each line ends with the natural charge from an NBO analysis.
Atoms and positions in Å:
C (1.06, -1.20, -0.50)  -0.631
C (1.09, -0.67, -2.08)  -0.233
N (0.25, 0.57, -2.30)  -0.521
C (-0.92, 0.19, -3.20)  -0.238
C (-1.95, -0.90, -2.52)  -0.641
S (-3.67, -0.22, -2.15)  2.034
O (-4.20, 0.72, -3.29)  -0.929
O (-4.63, -1.47, -2.19)  -0.947
N (-3.84, 0.46, -0.55)  -1.069
S (-2.61, 1.65, -0.20)  2.047
C (-3.14, 2.81, 1.23)  -0.826
O (-2.34, 2.56, -1.42)  -0.968
O (-1.35, 0.90, 0.34)  -0.968
C (1.06, 1.69, -2.97)  0.727
C (0.96, 3.28, -2.52)  -0.726
O (1.89, 1.44, -4.02)  -0.610
H (0.17, -1.97, -0.32)  0.208
H (2.05, -1.86, -0.39)  0.193
H (1.04, -0.29, 0.23)  0.239
H (0.76, -1.60, -2.73)  0.187
H (2.24, -0.52, -2.32)  0.217
H (-1.47, 1.14, -3.60)  0.269
H (-0.43, -0.34, -4.15)  0.183
H (-2.12, -1.75, -3.34)  0.257
H (-1.54, -1.45, -1.57)  0.267
H (-2.17, 3.43, 1.52)  0.252
H (-3.51, 2.10, 2.11)  0.244
H (-3.97, 3.57, 0.90)  0.244
H (1.48, 3.51, -1.48)  0.236
H (1.47, 4.02, -3.31)  0.230
H (-0.16, 3.64, -2.42)  0.274
C (1.34, -1.36, 3.37)  -0.210
C (1.04, -2.25, 4.40)  -0.213
C (2.07, -2.84, 5.13)  -0.220
C (3.40, -2.54, 4.84)  -0.223
C (3.70, -1.65, 3.81)  -0.223
C (2.68, -1.07, 3.07)  -0.199
H (0.54, -0.90, 2.80)  0.237
H (0.01, -2.47, 4.64)  0.214
H (1.84, -3.54, 5.94)  0.206
H (4.20, -3.00, 5.41)  0.205
H (4.74, -1.42, 3.58)  0.207
H (2.91, -0.38, 2.26)  0.218

Results
E ... -48704.2056 eV
Net charge ... -1
Gap between HOMO and LUMO ... 8.15 eV